Arrangement one

Entry from the OMol25 dataset: 2 unconnected molecules or ions with the total composition C4H5F3O (ωB97M-V/def2-TZVPD).

Values from the calculation:
* 2S+1: 1
* SMILES: C=C1CO1.FC(F)F
* E_LUMO: 0.884 eV

Last column: Mulliken charge in e.
Atoms and positions in Å:
C  -1.005  0.280  1.160  -0.823
C  -0.409  -0.386  0.146  0.412
C  0.150  -1.489  -0.558  -0.155
O  -0.281  -0.279  -1.173  -0.475
H  -1.128  -0.141  2.127  0.273
H  -1.338  1.197  0.859  0.292
H  1.184  -1.545  -0.495  0.208
H  -0.312  -2.504  -0.759  0.226
F  -0.254  3.157  0.251  -0.243
C  0.386  2.737  -0.849  0.769
F  1.664  2.612  -0.450  -0.260
F  0.267  3.713  -1.669  -0.226
H  0.029  1.682  -1.146  0.003


Arrangement two

Entry from the OMol25 dataset: 2 unconnected molecules or ions with the total composition C4H5F3O (ωB97M-V/def2-TZVPD).

Values from the calculation:
* 2S+1: 1
* E_LUMO (spin up / spin down): -0.597 / -0.226 eV

Last column: Mulliken charge in e.
Atoms and positions in Å:
C  -0.403  -2.024  -0.843  -0.917
C  -0.419  -0.701  -0.641  -0.090
C  0.149  0.078  0.399  -0.043
C  -0.167  1.576  0.445  1.017
O  0.750  -0.521  1.421  -0.499
F  -1.476  1.791  0.102  -0.236
F  0.584  2.344  -0.409  -0.253
F  0.112  2.033  1.675  -0.291
H  -1.029  -2.449  -1.549  0.340
H  -0.180  -2.836  -0.143  0.301
H  -0.644  -0.180  -1.488  0.302
H  2.115  1.016  -1.250  0.027
H  0.607  -0.127  2.281  0.343


Relative energies with respect to the most stable structure, expressed in hartree: arrangement one 0.0000; arrangement two 0.0770.


Arrangement one

Entry from the OMol25 dataset: 2 unconnected molecules or ions with the total composition C3H3ClO2 (ωB97M-V/def2-TZVPD).

Values from the calculation:
* 2S+1: 1
* E_LUMO: 0.090 eV

Last column: Mulliken charge in e.
Atoms and positions in Å:
C  0.090  1.615  0.060  0.571
C  0.910  2.231  -1.785  0.299
C  0.064  0.169  0.090  -0.913
O  -0.409  2.468  0.662  -0.323
O  1.681  2.519  -2.635  -0.362
Cl  -0.732  1.790  -2.536  -0.269
H  -0.199  -0.106  1.119  0.312
H  1.080  -0.115  -0.181  0.334
H  -0.660  -0.179  -0.600  0.352


Arrangement two

Entry from the OMol25 dataset: 2 unconnected molecules or ions with the total composition C3H3ClO2 (ωB97M-V/def2-TZVPD).

Values from the calculation:
* 2S+1: 1
* SMILES: C=C=O.O=CCl
* E_LUMO: 0.352 eV

Last column: Mulliken charge in e.
Atoms and positions in Å:
C  0.576  1.159  -0.040  -1.028
C  0.852  1.915  0.999  0.815
O  1.038  2.725  1.801  -0.332
H  0.797  0.126  -0.102  0.379
H  0.076  1.804  -0.913  0.178
O  -0.147  -1.643  2.164  -0.339
C  -0.936  -1.469  1.300  0.090
Cl  -2.273  -0.338  1.482  -0.128
H  -1.164  -2.016  0.428  0.366


Relative energies with respect to the most stable structure, expressed in hartree: arrangement one 0.0189; arrangement two 0.0000.


Arrangement one

Entry from the OMol25 dataset: 2 unconnected molecules or ions with the total composition C4H10S2 (ωB97M-V/def2-TZVPD).

Values from the calculation:
* 2S+1: 2
* E_LUMO (spin up / spin down): 3.542 / 3.556 eV
* net charge: -1
* <S²>: 0.7525

Last column: Mulliken charge in e.
Atoms and positions in Å:
C  1.757  -1.419  0.610  -0.720
S  1.292  -0.916  -1.145  -0.625
S  2.845  0.395  -1.521  -0.318
H  0.709  -1.681  0.893  0.094
H  2.458  -2.298  0.483  0.249
H  2.130  -0.561  1.133  0.352
H  3.293  0.424  -0.228  0.046
C  -1.067  1.270  -0.782  -1.066
C  -1.758  0.035  -0.242  0.008
C  -2.271  0.221  1.057  -0.823
H  -0.162  1.536  -0.219  0.233
H  -1.817  2.218  -0.723  0.325
H  -0.805  1.281  -1.842  0.337
H  -1.450  -0.971  -0.527  0.269
H  -2.741  -0.637  1.519  0.262
H  -2.413  1.103  1.537  0.376


Arrangement two

Entry from the OMol25 dataset: a gas-phase ion, C4H10S2 (charge -1) (ωB97M-V/def2-TZVPD).

Values from the calculation:
* 2S+1: 2
* E_LUMO (spin up / spin down): 3.916 / 3.706 eV
* net charge: -1
* <S²>: 0.7549

Last column: Mulliken charge in e.
Atoms and positions in Å:
C  -0.100  -1.305  -3.156  -0.913
C  0.256  -1.113  -1.679  -0.464
S  1.471  0.227  -1.371  -0.301
S  1.063  0.693  0.621  -0.372
C  -0.421  1.203  1.657  -0.478
C  -0.044  1.174  3.165  -0.935
H  -0.631  -2.377  -3.388  0.264
H  -0.627  -0.449  -3.605  0.271
H  0.816  -1.429  -3.753  0.250
H  -0.627  -0.959  -1.054  0.255
H  0.735  -2.040  -1.218  0.224
H  -1.296  0.505  1.429  0.242
H  -0.804  2.326  1.557  0.196
H  0.064  0.106  3.530  0.239
H  0.942  1.782  3.395  0.205
H  -0.798  1.656  3.870  0.318


Relative energies with respect to the most stable structure, expressed in hartree: arrangement one 0.0504; arrangement two 0.0000.


Arrangement one

Entry from the OMol25 dataset: 2 unconnected molecules or ions with the total composition C2H2F3NO (ωB97M-V/def2-TZVPD).

Values from the calculation:
* 2S+1: 1
* E_LUMO (spin up / spin down): 0.170 / 0.088 eV

Last column: Mulliken charge in e.
Atoms and positions in Å:
C  -1.260  0.736  0.726  0.072
C  1.303  -0.573  -0.801  0.584
N  -0.112  0.101  1.221  -0.306
O  -1.252  -0.602  1.129  -0.186
F  2.196  0.368  -1.019  -0.200
F  1.843  -1.741  -0.539  -0.198
F  0.406  -0.636  -1.771  -0.194
H  -1.773  1.425  1.393  0.240
H  -1.352  0.922  -0.339  0.188


Arrangement two

Entry from the OMol25 dataset: 2 unconnected molecules or ions with the total composition C2H2F3NO (ωB97M-V/def2-TZVPD).

Values from the calculation:
* 2S+1: 1
* E_LUMO (spin up / spin down): -0.130 / -0.543 eV

Last column: Mulliken charge in e.
Atoms and positions in Å:
C  -0.322  -0.199  -0.488  -0.285
C  0.559  0.087  0.752  0.389
N  -0.446  -2.728  -0.578  0.201
O  -1.310  -3.212  0.005  -0.168
F  -1.573  0.319  -0.537  -0.231
F  1.335  1.182  0.577  -0.261
F  1.444  -0.885  1.021  -0.247
H  0.287  -0.247  -1.348  0.386
H  0.006  0.361  1.566  0.216


Arrangement three

Entry from the OMol25 dataset: a single C2H2F3NO molecule (ωB97M-V/def2-TZVPD).

Values from the calculation:
* 2S+1: 1
* SMILES: O=CNC(F)(F)F
* E_LUMO: 0.559 eV

Last column: Mulliken charge in e.
Atoms and positions in Å:
O  1.605  1.683  -0.687  -0.435
C  1.393  0.616  -0.173  0.100
N  0.241  -0.033  0.344  -0.257
C  -1.122  -0.232  0.003  0.756
F  -1.683  -0.977  0.937  -0.250
F  -1.845  0.831  -0.233  -0.205
F  -1.141  -1.005  -1.182  -0.279
H  2.224  -0.068  -0.087  0.308
H  0.328  -0.815  1.079  0.262


Relative energies with respect to the most stable structure, expressed in hartree: arrangement one 0.1887; arrangement two 0.1609; arrangement three 0.0000.


Arrangement one

Entry from the OMol25 dataset: 2 unconnected molecules or ions with the total composition C5H11N3O2 (ωB97M-V/def2-TZVPD).

Values from the calculation:
* 2S+1: 1
* SMILES: CC(C)(N=C=N)C(=O)O.N
* E_LUMO: 0.594 eV

Last column: Mulliken charge in e.
Atoms and positions in Å:
C  1.138  -1.429  -0.650  -1.608
C  0.170  -0.285  -0.818  1.554
C  0.587  0.727  -1.960  -1.465
N  0.109  0.512  0.379  -0.695
C  -0.884  1.008  0.872  0.494
N  -1.648  1.851  1.226  -0.462
C  -1.301  -0.798  -1.098  0.196
O  -1.607  -1.929  -0.822  -0.549
O  -2.242  0.131  -1.429  -0.451
H  2.082  -1.113  -0.276  0.425
H  1.285  -2.038  -1.560  0.361
H  0.645  -2.140  0.177  0.272
H  0.670  0.142  -2.896  0.348
H  -0.190  1.446  -1.982  0.446
H  1.605  1.158  -1.739  0.340
H  -2.272  1.856  2.059  0.305
H  -3.121  -0.253  -1.625  0.366
N  1.019  0.399  3.184  -0.723
H  0.960  0.508  2.170  0.398
H  1.899  0.816  3.494  0.230
H  1.097  -0.567  3.294  0.219


Arrangement two

Entry from the OMol25 dataset: a molecular structure, C5H11N3O2 (ωB97M-V/def2-TZVPD).

Values from the calculation:
* 2S+1: 1
* E_LUMO (spin up / spin down): -0.988 / -0.987 eV

Last column: Mulliken charge in e.
Atoms and positions in Å:
C  -1.630  0.516  1.008  -0.733
C  -0.162  0.092  0.796  0.912
N  -1.828  0.608  2.446  -0.565
O  0.751  1.072  1.167  -0.558
O  0.120  -1.099  1.126  -0.769
H  0.357  1.651  1.833  0.405
H  -2.759  0.930  2.678  0.230
H  -1.674  -0.297  2.876  0.222
H  -2.264  -0.235  0.512  0.354
H  -1.814  1.497  0.563  0.393
C  1.589  -0.160  -1.386  0.408
N  2.029  -1.210  -0.659  -0.436
C  0.043  0.210  -1.137  -0.319
C  -0.593  -0.821  -1.742  -0.607
N  2.165  0.644  -2.176  -0.678
H  1.381  -1.494  0.127  0.249
H  3.015  -1.200  -0.440  0.260
H  3.181  0.561  -2.182  0.246
H  -0.128  1.223  -1.475  0.380
H  -1.298  -0.648  -2.543  0.295
H  -0.484  -1.837  -1.390  0.310


Relative energies with respect to the most stable structure, expressed in hartree: arrangement one 0.0000; arrangement two 0.0865.


Arrangement one

Entry from the OMol25 dataset: a molecular structure, C5H11N3O2 (ωB97M-V/def2-TZVPD).

Values from the calculation:
* 2S+1: 1
* E_LUMO: 0.334 eV

Last column: Mulliken charge in e.
Atoms and positions in Å:
N  -2.554  -1.456  -0.164  -0.658
C  -2.297  -0.040  -0.028  -0.197
C  -1.127  0.472  -0.913  0.250
O  -1.001  1.867  -0.918  -0.568
C  0.160  -0.171  -0.478  0.313
N  1.091  -0.883  -0.773  -0.679
C  -3.553  0.780  -0.307  -0.113
C  -4.551  0.357  -1.313  -0.559
N  -4.841  0.253  0.120  -0.695
H  -2.566  -1.756  -1.135  0.228
H  -1.865  -2.019  0.320  0.298
H  -2.022  0.147  1.023  0.414
H  -1.309  0.142  -1.949  0.278
H  -1.052  2.226  -0.015  0.404
H  -3.439  1.852  -0.131  0.419
H  -5.118  1.115  -1.857  0.294
H  -4.379  -0.572  -1.860  0.213
H  -4.702  -0.718  0.404  0.346
O  1.452  0.739  0.903  -0.781
H  1.158  1.619  0.632  0.309
H  2.049  -0.155  0.217  0.485


Arrangement two

Entry from the OMol25 dataset: 2 unconnected molecules or ions with the total composition C5H11N3O2 (ωB97M-V/def2-TZVPD).

Values from the calculation:
* 2S+1: 1
* SMILES: CC(=O)NC[C@@H](N)C#N.O
* E_LUMO: 0.205 eV

Last column: Mulliken charge in e.
Atoms and positions in Å:
C  -3.249  0.570  -0.966  -0.999
C  -2.002  0.749  -0.137  0.677
O  -1.554  1.864  0.121  -0.612
N  -1.430  -0.386  0.336  -0.134
C  -0.296  -0.390  1.229  -1.010
C  1.027  -0.628  0.462  0.551
N  1.280  0.314  -0.619  -0.639
C  2.165  -0.605  1.415  -0.088
N  3.089  -0.882  2.070  -0.452
H  -3.136  1.135  -1.900  0.287
H  -3.472  -0.479  -1.196  0.296
H  -4.096  1.000  -0.413  0.266
H  -1.856  -1.273  0.104  0.242
H  -0.256  0.581  1.739  0.400
H  -0.429  -1.178  1.981  0.425
H  1.003  -1.641  0.032  0.217
H  0.607  0.142  -1.361  0.232
H  1.119  1.271  -0.309  0.292
O  4.053  0.201  -0.961  -0.716
H  3.084  0.311  -1.087  0.459
H  4.348  -0.676  -0.538  0.306


Relative energies with respect to the most stable structure, expressed in hartree: arrangement one 0.1726; arrangement two 0.0000.